Record 1
Entry from the Open Molecules 2025 dataset: a molecular structure, C4H9N3O (ωB97M-V with the def2-TZVPD basis set).

Calculated values
- Charge: 0
- Energy above the lowest of the compared OMol25 structures with the same formula, charge and spin: 179.8 kcal/mol
- Spin multiplicity: 1

```
17
C4H9N3O ωB97M-V with the def2-TZVPD basis set
C -1.765 -0.008 -0.449
N -1.061 -0.888 -1.173
C -0.632 0.488 1.087
C -1.174 0.940 2.092
H -0.441 -0.439 -1.840
H -0.404 -1.492 -0.542
H -2.571 -0.409 0.149
H -1.918 0.981 -0.864
H -1.738 1.315 2.913
N 1.211 1.090 -0.474
C 0.866 0.134 0.557
O 1.740 -1.316 -1.059
N 0.970 -1.230 0.181
H 2.097 -2.207 -0.988
H 2.006 0.758 -1.007
H 1.407 1.999 -0.077
H 1.406 0.285 1.494
```

***

Record 2
Entry from the Open Molecules 2025 dataset: C4H9N3O in the gas phase (ωB97M-V with the def2-TZVPD basis set).

Calculated values
- Charge: 0
- Energy above the lowest of the compared OMol25 structures with the same formula, charge and spin: 62.7 kcal/mol
- Spin multiplicity: 1

```
17
C4H9N3O ωB97M-V with the def2-TZVPD basis set
H -1.771 1.085 1.155
N -1.821 0.069 1.032
C -0.872 -0.315 0.263
C -0.889 -1.699 -0.329
N 0.592 0.261 0.410
C 1.838 -0.448 0.615
C 0.601 1.503 -0.134
N -0.680 1.617 -0.780
O 1.532 2.245 -0.398
H -0.174 -1.793 -1.147
H -0.627 -2.416 0.452
H -1.902 -1.946 -0.659
H 1.682 -1.182 1.410
H 2.114 -1.015 -0.280
H 2.645 0.263 0.812
H -1.694 1.628 -0.777
H -0.574 2.144 -1.647
```

***

Record 3
Entry from the Open Molecules 2025 dataset: C4H9N3O in the gas phase (ωB97M-V with the def2-TZVPD basis set).

Calculated values
- Charge: 0
- Energy above the lowest of the compared OMol25 structures with the same formula, charge and spin: 119.0 kcal/mol
- Spin multiplicity: 1

```
17
C4H9N3O ωB97M-V with the def2-TZVPD basis set
H 1.705 1.013 -2.399
N 1.210 0.950 -1.517
C 1.286 -0.148 -0.922
N 1.456 -0.304 0.779
O 1.555 -1.700 1.050
C 0.116 0.099 0.757
N -0.032 1.412 1.138
C -0.847 -0.648 0.119
C -2.183 -0.095 -0.249
H 1.658 -1.129 -1.210
H 2.302 -1.742 1.657
H 0.837 1.930 1.124
H -0.765 1.915 0.658
H -0.697 -1.713 0.068
H -2.806 0.095 0.631
H -2.070 0.851 -0.788
H -2.725 -0.788 -0.894
```

***

Record 4
Entry from the Open Molecules 2025 dataset: C4H9N3O in the gas phase (ωB97M-V with the def2-TZVPD basis set).

Calculated values
- Charge: 0
- Energy above the lowest of the compared OMol25 structures with the same formula, charge and spin: 197.8 kcal/mol
- Spin multiplicity: 1

```
17
C4H9N3O ωB97M-V with the def2-TZVPD basis set
C -3.192 -1.076 -0.011
N -1.988 -0.444 -0.069
O -1.998 0.863 0.261
C -0.610 1.277 -0.149
N 0.543 0.899 -0.017
N 0.876 -0.420 -0.347
C 2.183 -0.840 0.318
C 3.501 -0.012 -0.090
H -2.922 -2.194 -0.088
H -4.058 -0.293 -0.208
H -0.757 2.191 -0.074
H 0.206 -1.147 0.136
H 2.261 -0.523 1.467
H 2.353 -1.800 -0.030
H 3.502 -0.279 -1.181
H 3.651 1.018 0.242
H 4.429 -0.214 0.269
```

***

Record 5
Entry from the Open Molecules 2025 dataset: C4H9N3O in the gas phase (ωB97M-V with the def2-TZVPD basis set).

Calculated values
- Charge: 0
- Energy above the lowest of the compared OMol25 structures with the same formula, charge and spin: 52.0 kcal/mol
- Spin multiplicity: 1

```
17
C4H9N3O ωB97M-V with the def2-TZVPD basis set
C 1.970 0.047 1.640
N 1.520 0.200 0.268
N 0.917 -0.862 -0.308
C -0.209 -0.698 -0.947
N -0.748 -1.747 -1.654
C -0.984 0.614 -0.944
C -1.757 0.920 0.303
O -1.008 1.295 -1.961
H 2.601 0.896 1.921
H 2.561 -0.866 1.763
H 1.116 0.012 2.323
H 1.129 1.125 0.095
H -1.222 -1.461 -2.506
H -0.048 -2.462 -1.828
H -1.563 1.952 0.605
H -2.822 0.776 0.111
H -1.454 0.259 1.120
```

***

Record 6
Entry from the Open Molecules 2025 dataset: C4H9N3O2 in the gas phase (ωB97M-V with the def2-TZVPD basis set).

Calculated values
- Charge: 0
- Energy above the lowest of the compared OMol25 structures with the same formula, charge and spin: 3.5 kcal/mol
- Spin multiplicity: 1

```
18
C4H9N3O2 ωB97M-V with the def2-TZVPD basis set
C 1.294 -1.504 -1.129
N 0.717 -0.979 0.089
C -0.533 -0.270 -0.052
N -0.313 0.922 -0.825
C -1.121 1.890 -0.814
N -2.325 1.993 -0.182
C 1.461 -0.947 1.210
O 2.556 -1.445 1.334
O 0.841 -0.332 2.254
H 1.338 -0.714 -1.878
H 2.294 -1.867 -0.906
H 0.679 -2.326 -1.502
H -0.923 -0.074 0.955
H -1.236 -0.931 -0.583
H -0.865 2.743 -1.433
H -2.549 1.326 0.538
H -2.753 2.898 -0.092
H 1.438 -0.381 3.014
```

***

Record 7
Entry from the Open Molecules 2025 dataset: 2 unconnected molecules or ions with the total composition C4H9N3O2 (ωB97M-V with the def2-TZVPD basis set).

Calculated values
- Charge: 0
- Energy above the lowest of the compared OMol25 structures with the same formula, charge and spin: 34.7 kcal/mol
- Spin multiplicity: 1

```
18
C4H9N3O2 ωB97M-V with the def2-TZVPD basis set
N 1.153 -1.523 1.220
C 1.553 -0.593 0.219
N 1.881 0.713 0.687
C 1.343 -0.880 -1.042
O 1.334 -1.346 -2.128
H 1.108 -2.465 0.848
H 0.228 -1.290 1.586
H 1.941 0.675 1.698
H 2.762 1.042 0.309
C -1.280 1.541 0.210
C -1.553 0.089 -0.090
N -1.788 -0.190 -1.392
O -1.578 -0.776 0.765
H -1.708 2.194 -0.544
H -1.683 1.788 1.188
H -0.199 1.682 0.246
H -1.635 0.493 -2.112
H -1.878 -1.154 -1.671
```

***

Record 8
Entry from the Open Molecules 2025 dataset: C4H9N3O2 in the gas phase (ωB97M-V with the def2-TZVPD basis set).

Calculated values
- Charge: 0
- Energy above the lowest of the compared OMol25 structures with the same formula, charge and spin: 91.3 kcal/mol
- Spin multiplicity: 1

```
18
C4H9N3O2 ωB97M-V with the def2-TZVPD basis set
C 2.092 1.022 -0.668
N 0.766 0.655 -0.242
N -1.069 -0.599 0.378
C -1.650 0.528 -0.444
C 0.498 -0.607 -0.085
N -1.193 -0.560 1.810
C 1.012 -1.838 -0.279
O -1.847 1.639 0.278
O -2.141 0.298 -1.510
H -2.231 2.311 -0.305
H -1.419 -1.490 0.026
H -0.540 0.163 2.105
H -2.131 -0.231 2.026
H 2.268 0.742 -1.717
H 2.216 2.102 -0.577
H 2.887 0.553 -0.069
H 1.970 -1.946 -0.764
H 0.511 -2.740 0.036
```